Below is C5H11NO2 in the gas phase at a distorted geometry, with properties calculated with ωB97M-V/def2-TZVPD.

## Properties
Energy above the lowest of the compared OMol25 structures with the same formula, charge and spin = 3.913 eV
E_tot = -402.234355 a.u.
HOMO energy = -9.7 eV
SMILES = CCCCNC(=O)O

Positions of all 19 atoms, in Å:
C1 -0.82 0.92 2.13
C2 0.28 -0.24 1.72
C3 -0.25 -1.30 0.60
C4 -0.62 -0.59 -0.87
N1 0.52 -0.62 -1.86
C5 1.16 0.74 -2.07
O1 2.26 1.08 -1.38
O2 0.68 1.76 -3.05
H1 -0.96 0.88 3.30
H2 -1.84 0.79 1.57
H3 -0.35 1.95 1.84
H4 1.23 0.29 1.30
H5 0.61 -0.80 2.70
H6 -1.21 -1.92 0.93
H7 0.64 -2.07 0.41
H8 -1.47 -1.29 -1.32
H9 -1.08 0.47 -0.67
H10 1.21 -1.37 -1.63
H11 0.01 1.32 -3.65

Below is C5H11NO2 in the gas phase at a distorted geometry, with properties calculated with ωB97M-V/def2-TZVPD.

## Properties
Energy above the lowest of the compared OMol25 structures with the same formula, charge and spin = 3.136 eV
E_tot = -402.262905 a.u.
HOMO energy = -8.4 eV
SMILES = CCN[C@H](C=O)CO

Positions of all 19 atoms, in Å:
C1 -2.27 -0.20 1.71
C2 -0.91 0.47 1.33
N1 -0.29 -0.16 0.18
C3 1.09 0.16 -0.23
C4 1.17 1.43 -1.01
O1 0.07 1.85 -1.31
C5 1.58 -1.07 -1.16
O2 1.32 -0.79 -2.57
H1 -1.84 -1.15 2.13
H2 -2.72 0.25 2.52
H3 -3.04 -0.39 0.90
H4 -0.20 0.59 2.14
H5 -1.25 1.54 1.08
H6 -0.87 -0.23 -0.72
H7 1.75 0.36 0.66
H8 2.18 1.92 -1.14
H9 1.10 -2.05 -0.70
H10 2.62 -1.23 -0.92
H11 0.51 -1.31 -2.89

Below is 2 unconnected molecules or ions with the total composition C5H11NO2 at a distorted geometry, with properties calculated with ωB97M-V/def2-TZVPD.

## Properties
Energy above the lowest of the compared OMol25 structures with the same formula, charge and spin = 4.672 eV
E_tot = -402.206459 a.u.
HOMO energy = -8.5 eV
SMILES = C=C(C)C(=C)N.OO

Positions of all 19 atoms, in Å:
C1 0.63 -1.73 0.13
C2 -0.37 -0.89 -0.10
C3 -1.78 -1.23 0.27
C4 -0.18 0.39 -0.89
C5 -1.14 0.87 -1.69
N1 1.08 0.98 -0.84
H1 1.65 -1.55 -0.16
H2 0.45 -2.68 0.61
H3 -2.29 -0.36 0.68
H4 -2.34 -1.56 -0.61
H5 -1.80 -2.04 1.00
H6 -0.96 1.74 -2.30
H7 -2.11 0.43 -1.77
H8 1.31 1.56 -1.64
H9 1.84 0.40 -0.52
O1 0.88 1.70 1.86
O2 2.16 1.12 2.08
H10 0.66 1.52 0.87
H11 2.31 1.32 3.01

Below is 2 unconnected molecules or ions with the total composition C5H11NO2 at a distorted geometry, with properties calculated with ωB97M-V/def2-TZVPD.

## Properties
Energy above the lowest of the compared OMol25 structures with the same formula, charge and spin = 0.982 eV
E_tot = -402.342063 a.u.
HOMO energy = -10.0 eV
SMILES = C/C=N/C.CC(=O)O

Positions of all 19 atoms, in Å:
C1 -1.01 -1.86 1.35
C2 -0.10 -1.58 0.20
N1 1.05 -1.03 0.39
C3 1.82 -0.86 -0.84
H1 -0.72 -1.27 2.23
H2 -2.03 -1.60 1.07
H3 -0.97 -2.92 1.59
H4 -0.45 -1.90 -0.80
H5 2.86 -0.65 -0.59
H6 1.44 -0.01 -1.42
H7 1.80 -1.75 -1.47
C4 -0.69 2.26 -1.08
C5 -0.62 1.76 0.33
O1 -1.54 1.24 0.94
O2 0.62 1.83 0.83
H8 -0.83 1.41 -1.75
H9 -1.51 2.97 -1.18
H10 0.24 2.77 -1.35
H11 0.63 1.18 1.57

Below is 3 unconnected molecules or ions with the total composition C5H11NO2 at a distorted geometry, with properties calculated with ωB97M-V/def2-TZVPD.

## Properties
Energy above the lowest of the compared OMol25 structures with the same formula, charge and spin = 1.370 eV
E_tot = -402.327811 a.u.
HOMO energy = -8.1 eV
SMILES = Cc1ccc[nH]1.O.O

Positions of all 19 atoms, in Å:
C1 1.86 0.40 -1.62
C2 1.15 1.01 -0.46
C3 1.37 2.19 0.19
C4 0.47 2.27 1.30
C5 -0.19 1.08 1.35
N1 0.30 0.25 0.35
H1 2.68 1.03 -1.96
H2 2.23 -0.59 -1.35
H3 1.23 0.24 -2.47
H4 1.99 2.96 -0.23
H5 0.38 3.02 2.05
H6 -0.86 0.62 2.05
H7 -0.43 -0.32 -0.06
O1 -0.59 -2.86 3.03
H8 -0.38 -2.84 2.09
H9 -1.15 -3.65 3.04
O2 -3.53 -1.51 -2.10
H10 -2.60 -1.66 -2.25
H11 -3.94 -1.64 -2.96

Below is 2 unconnected molecules or ions with the total composition C5H11NO2 at a distorted geometry, with properties calculated with ωB97M-V/def2-TZVPD.

## Properties
Energy above the lowest of the compared OMol25 structures with the same formula, charge and spin = 2.640 eV
E_tot = -402.281117 a.u.
HOMO energy = -9.6 eV
SMILES = C=NC(C)C.O=CO

Positions of all 19 atoms, in Å:
C1 -0.67 -1.85 0.38
N1 0.11 -1.32 -0.50
C2 0.71 -0.08 -0.24
C3 1.21 0.22 1.18
C4 1.75 0.23 -1.31
H1 -1.15 -2.78 0.10
H2 -0.52 -1.76 1.46
H3 -0.28 0.61 -0.34
H4 0.39 0.24 1.89
H5 1.95 -0.53 1.48
H6 1.67 1.20 1.20
H7 1.36 -0.02 -2.29
H8 2.04 1.28 -1.27
H9 2.65 -0.36 -1.14
O1 -1.99 1.48 1.11
C5 -2.06 0.75 0.16
O2 -2.55 1.09 -1.04
H10 -1.98 -0.45 0.26
H11 -2.62 2.06 -1.09

Below is 2 unconnected molecules or ions with the total composition C5H11NO2 at a distorted geometry, with properties calculated with ωB97M-V/def2-TZVPD.

## Properties
Energy above the lowest of the compared OMol25 structures with the same formula, charge and spin = 2.678 eV
E_tot = -402.279714 a.u.
HOMO energy = -10.6 eV
SMILES = COC[C@@H](C)C#N.O

Positions of all 19 atoms, in Å:
C1 -2.17 1.28 1.09
O1 -1.17 0.33 0.79
C2 -0.75 0.36 -0.55
C3 0.44 -0.58 -0.63
C4 0.11 -2.07 -0.56
C5 1.44 -0.18 -1.64
N1 2.18 0.59 -2.14
H1 -1.80 2.31 0.94
H2 -3.06 1.14 0.45
H3 -2.48 1.14 2.13
H4 -1.54 0.05 -1.27
H5 -0.49 1.40 -0.82
H6 1.00 -0.44 0.31
H7 -0.54 -2.36 -1.40
H8 1.03 -2.67 -0.60
H9 -0.28 -2.26 0.45
O2 2.93 0.47 1.33
H10 2.03 0.38 1.68
H11 3.12 1.11 0.45

Below is 3 unconnected molecules or ions with the total composition C5H11NO2 at a distorted geometry, with properties calculated with ωB97M-V/def2-TZVPD.

## Properties
Energy above the lowest of the compared OMol25 structures with the same formula, charge and spin = 2.232 eV
E_tot = -402.296120 a.u.
HOMO energy = -8.0 eV
SMILES = Cc1ccc[nH]1.O.O

Positions of all 19 atoms, in Å:
C1 -0.60 1.81 -1.64
C2 -0.75 0.69 -0.65
C3 -0.25 0.60 0.64
C4 -0.69 -0.69 1.15
C5 -1.30 -1.30 0.08
N1 -1.42 -0.52 -0.96
H1 -1.56 2.04 -2.20
H2 -0.19 2.80 -1.18
H3 -0.07 1.47 -2.51
H4 0.42 1.15 1.32
H5 -0.32 -1.06 2.16
H6 -1.64 -2.28 -0.11
H7 -1.79 -0.53 -1.92
O1 1.23 0.29 3.39
H8 0.38 0.74 3.54
H9 1.18 -0.62 3.70
O2 2.57 -1.80 -1.79
H10 1.84 -1.92 -1.15
H11 2.95 -0.86 -1.88

Below is 2 unconnected molecules or ions with the total composition C5H11NO2 at a distorted geometry, with properties calculated with ωB97M-V/def2-TZVPD.

## Properties
Energy above the lowest of the compared OMol25 structures with the same formula, charge and spin = 0.734 eV
E_tot = -402.351184 a.u.
HOMO energy = -9.8 eV
SMILES = CC(C)(C)N=C=O.O

Positions of all 19 atoms, in Å:
C1 1.08 0.53 1.09
C2 0.40 -0.36 0.05
C3 0.83 -1.82 0.21
C4 0.71 0.14 -1.36
N1 -1.01 -0.24 0.26
C5 -2.08 -0.67 -0.02
O1 -3.21 -0.92 -0.17
H1 2.16 0.47 0.99
H2 0.76 1.55 0.95
H3 0.80 0.21 2.10
H4 1.90 -1.91 0.05
H5 0.31 -2.45 -0.50
H6 0.60 -2.18 1.22
H7 1.79 0.17 -1.52
H8 0.26 -0.52 -2.10
H9 0.30 1.14 -1.49
O2 -1.54 2.20 -0.10
H10 -2.41 1.83 -0.26
H11 -1.64 2.83 0.61

Below is C5H11NO2 in the gas phase at a distorted geometry, with properties calculated with ωB97M-V/def2-TZVPD.

## Properties
Energy above the lowest of the compared OMol25 structures with the same formula, charge and spin = 0.371 eV
E_tot = -402.364513 a.u.
HOMO energy = -9.7 eV
SMILES = CCC[C@@H](N)C(=O)O

Positions of all 19 atoms, in Å:
C1 -1.69 -0.44 2.54
C2 -1.08 0.76 1.82
C3 0.13 0.36 0.94
C4 -0.26 -0.04 -0.48
N1 -1.00 1.04 -1.12
C5 1.03 -0.37 -1.19
O1 1.82 0.41 -1.64
O2 1.30 -1.70 -1.12
H1 -0.97 -1.23 2.73
H2 -2.53 -0.90 2.00
H3 -2.16 -0.11 3.47
H4 -0.73 1.52 2.50
H5 -1.82 1.18 1.14
H6 0.70 -0.43 1.44
H7 0.81 1.21 0.84
H8 -0.86 -0.95 -0.44
H9 -0.78 1.02 -2.11
H10 -0.66 1.92 -0.74
H11 2.25 -1.81 -1.32

Below is C5H11NO2 in the gas phase at a distorted geometry, with properties calculated with ωB97M-V/def2-TZVPD.

## Properties
Energy above the lowest of the compared OMol25 structures with the same formula, charge and spin = 2.512 eV
E_tot = -402.285833 a.u.
HOMO energy = -8.5 eV
SMILES = CN[C@H](CO)CC=O

Positions of all 19 atoms, in Å:
C1 1.66 -0.27 1.27
N1 0.47 0.49 0.97
C2 -0.56 0.00 0.08
C3 -0.49 -1.51 -0.07
O1 -0.71 -2.15 1.19
C4 -0.47 0.67 -1.34
C5 -0.76 2.14 -1.31
O2 -0.02 2.91 -0.72
H1 2.37 -0.41 0.42
H2 1.51 -1.33 1.48
H3 2.27 0.20 2.03
H4 0.78 1.41 0.72
H5 -1.54 0.27 0.48
H6 0.48 -1.97 -0.28
H7 -1.24 -1.88 -0.78
H8 -1.46 -1.80 1.69
H9 -1.16 0.23 -2.09
H10 0.42 0.38 -1.90
H11 -1.56 2.65 -1.82

Below is a molecular structure, C5H11NO2PS at a distorted geometry, with properties calculated with ωB97M-V/def2-TZVPD.

## Properties
Energy above the lowest of the compared OMol25 structures with the same formula, charge and spin = 1.828 eV
E_tot = -1141.899162 a.u.
HOMO energy = -3.7 eV
Charge = -1

Positions of all 21 atoms, in Å:
C1 1.37 -1.55 0.39
C2 -2.05 0.71 -0.85
C3 -0.42 0.02 1.75
C4 -1.00 -0.43 -0.70
C5 0.10 -0.07 0.26
N1 0.95 1.07 -0.20
O1 0.94 -2.59 0.81
O2 2.45 -1.16 0.02
P1 2.39 0.87 -1.08
S1 -1.76 -1.98 -0.45
H1 -2.83 0.48 -1.68
H2 -2.48 0.78 0.18
H3 -1.44 1.55 -1.15
H4 -1.04 0.89 1.94
H5 -1.17 -0.80 1.85
H6 0.44 0.08 2.47
H7 -0.47 -0.47 -1.67
H8 1.08 1.85 0.50
H9 2.31 2.28 -1.51
H10 3.31 1.16 -0.11
H11 -0.68 -2.70 -0.78

Below is C5H11NO2S in the gas phase at a distorted geometry, with properties calculated with ωB97M-V/def2-TZVPD.

## Properties
Energy above the lowest of the compared OMol25 structures with the same formula, charge and spin = 3.354 eV
E_tot = -800.434382 a.u.
HOMO energy = -9.8 eV
SMILES = CC(C)C(=O)N=[S@H](C)=O

Positions of all 20 atoms, in Å:
C1 -0.86 1.58 1.24
C2 -1.17 0.42 0.25
C3 -2.17 -0.60 0.80
C4 0.19 -0.16 -0.18
O1 0.72 -1.11 0.36
N1 0.63 0.55 -1.18
S1 2.09 0.40 -1.65
C5 3.22 -0.38 -0.40
O2 2.68 1.61 -2.07
H1 -0.53 1.35 2.24
H2 -0.14 2.20 0.78
H3 -1.78 2.22 1.46
H4 -1.67 0.98 -0.53
H5 -2.07 -0.83 1.89
H6 -3.27 -0.30 0.85
H7 -2.10 -1.63 0.46
H8 2.13 -0.60 -2.66
H9 4.18 -0.10 -0.82
H10 2.77 -0.07 0.47
H11 2.99 -1.47 -0.61